67
Properties=species:S:1:pos:R:3:forces:R:3 method="wB97M-V/def2-TZVPD" relative_energy_kcal_mol=0.00 charge=+1 e_homo_ev=-10.5 max_force_ev_per_a=1.66
Rb 2.59690 -2.36499 3.10307 0.006 -0.252 -0.058
Rb 3.66989 1.59141 1.16758 0.179 0.332 -0.509
Rb 1.09482 0.70369 4.72341 -1.137 0.280 1.181
B 4.07825 1.04588 4.47750 0.810 0.568 0.132
H 3.20711 1.84518 4.45844 -0.390 0.940 -0.418
H 4.88230 1.42877 5.28923 -0.023 -0.409 0.172
H 3.54729 0.00799 4.68266 -0.193 -1.309 0.467
H 4.62934 0.95567 3.42490 0.360 -0.071 -0.613
B 1.02771 0.10091 1.76874 -0.702 -0.203 -1.099
H 1.81496 -0.61835 1.31047 0.895 -0.965 -0.720
H 0.44754 0.63638 0.86007 -0.107 0.284 0.154
H 0.21844 -0.48640 2.37897 -0.546 -0.662 0.717
H 1.61238 0.83463 2.42671 0.482 1.181 0.577
C 0.04336 -1.33655 -2.18546 -0.386 0.530 -0.188
C 1.00180 -0.47656 -3.05786 -0.186 -0.479 0.338
C 0.38513 -0.30279 -4.44938 -0.988 -0.554 0.175
C -0.61767 0.82943 -4.53444 0.188 0.599 -0.648
C -0.08838 2.11577 -3.91744 -0.600 0.430 -0.185
C 0.36266 1.95168 -2.47105 -0.045 0.310 0.267
N 1.28194 0.81963 -2.44389 1.009 -0.076 -0.767
O 1.96094 0.62423 -1.21291 -0.441 0.539 0.175
C 1.14656 3.19804 -2.06099 0.385 0.265 0.420
C -0.85092 1.83128 -1.53983 0.301 -0.118 0.310
C 2.30545 -1.23807 -3.23562 0.412 -0.186 0.570
H 0.20096 -2.40555 -2.32008 0.092 -0.011 -0.026
H -0.98909 -1.11561 -2.47231 -0.011 -0.093 0.122
H 0.13932 -1.08930 -1.12655 0.101 -0.183 0.044
H 1.10553 -0.24694 -5.26365 0.334 0.273 0.252
H -0.17261 -1.23258 -4.61702 0.228 -0.026 -0.218
H -1.59924 0.60617 -4.10868 0.186 -0.272 0.298
H -0.84483 1.02197 -5.58775 0.056 -0.025 0.027
H -0.92180 2.82795 -3.96205 0.159 0.111 0.316
H 0.70929 2.61384 -4.47437 0.156 -0.497 -0.217
H 2.16933 3.18065 -2.44259 -0.109 -0.112 -0.189
H 0.67327 4.11643 -2.41135 -0.154 -0.102 -0.046
H 1.22542 3.28335 -0.97055 -0.081 -0.057 -0.047
H -1.51885 1.03196 -1.85417 -0.201 0.122 0.059
H -0.50869 1.62828 -0.52460 -0.044 -0.202 0.020
H -1.36952 2.78638 -1.44780 -0.185 -0.054 -0.359
H 2.76865 -1.49883 -2.27922 -0.166 0.099 0.032
H 3.04145 -0.64471 -3.77822 -0.122 -0.092 -0.240
H 2.09068 -2.18854 -3.72467 0.122 0.108 -0.306
H 1.28142 0.47308 -0.52934 0.133 -0.148 -0.135
C -2.51538 3.15407 1.90074 1.001 0.324 -0.017
C -2.57633 1.82567 2.66326 0.023 1.013 -0.457
C -3.12217 0.69140 1.82353 -1.089 0.077 0.196
O -1.27653 1.52655 3.18700 -0.046 -0.014 0.296
H -3.46016 3.49937 1.48774 -0.117 -0.233 0.007
H -1.75932 3.13060 1.10363 -0.302 -0.291 -0.150
H -2.13071 3.93882 2.56043 -0.260 -0.102 0.157
H -3.22111 2.05016 3.51403 0.061 -0.538 0.194
H -4.03679 1.04072 1.33090 0.177 0.058 -0.132
H -3.48479 -0.13066 2.44526 0.482 -0.178 -0.019
H -2.44246 0.34605 1.04537 0.182 0.010 0.096
H -0.69513 1.36187 2.43123 -0.146 -0.034 -0.091
C -0.98666 -5.38979 1.99519 0.631 0.435 0.328
C -1.00433 -4.05511 1.26792 -0.147 0.170 0.347
C -2.35958 -3.39000 1.39097 -0.396 -0.142 -0.202
O -0.02452 -3.18217 1.89110 0.130 -0.150 0.009
H -0.05299 -5.92714 1.81886 -0.139 -0.121 -0.225
H -1.84491 -5.99827 1.72981 0.029 -0.129 -0.083
H -0.99769 -5.18575 3.07018 -0.289 -0.047 -0.041
H -0.72457 -4.18243 0.22033 -0.024 0.014 -0.058
H -2.65345 -3.33924 2.44122 0.055 0.136 0.014
H -3.13414 -3.96100 0.87573 0.088 -0.081 -0.029
H -2.38143 -2.38924 0.94943 0.135 0.005 0.089
H -0.35336 -2.27935 1.78822 0.178 0.000 -0.067

=====

66
Properties=species:S:1:pos:R:3:forces:R:3 method="wB97M-V/def2-TZVPD" charge=+1 spin_multiplicity=2 e_homo_ev="-11.4 / -11.4" max_force_ev_per_a=4.63
C -13.92638 -16.57486 1.15668 3.075 1.803 0.707
C -14.96296 -17.53426 1.46310 -0.654 -2.362 -2.162
C -14.52025 -18.84243 2.07190 0.289 -0.250 0.797
O -15.96897 -16.94029 2.14552 -2.518 0.693 0.502
H -12.93503 -16.97176 0.93804 -0.081 -0.471 -0.288
H -13.74800 -16.02939 2.08336 0.097 0.441 0.088
H -14.12749 -15.84749 0.37017 -0.473 -0.068 -0.052
H -15.37107 -17.78592 0.48422 -0.469 -0.363 -0.117
H -13.98451 -19.43272 1.32850 0.216 -0.054 0.281
H -15.32507 -19.44355 2.49498 -0.540 0.095 -0.666
H -13.94511 -18.68652 2.98459 0.730 0.209 -0.203
H -15.70799 -16.78931 3.05695 0.688 0.321 0.891
O -17.52483 -14.73817 2.75122 -0.281 0.664 0.388
H -17.53260 -14.13633 2.00694 -0.138 0.113 -0.069
H -16.98652 -15.47387 2.45935 0.300 -0.630 -0.431
C -16.89250 -17.55612 5.30216 -0.249 0.397 -0.742
C -15.60692 -16.82720 5.68355 -0.085 0.772 -0.353
C -14.55657 -17.85615 6.08509 0.165 0.756 0.260
O -13.42659 -17.22980 6.61244 -0.226 0.408 -0.778
C -12.41017 -18.13338 6.98274 0.136 1.365 1.235
N -15.13320 -15.86023 4.60626 0.362 -1.432 0.564
H -17.59314 -17.57985 6.13682 0.115 -0.251 -0.046
H -16.73222 -18.55250 4.89031 0.132 -0.152 0.263
H -17.38432 -17.02043 4.49023 -0.204 0.167 0.097
H -15.84605 -16.24200 6.57151 0.240 0.008 0.227
H -14.17099 -18.49441 5.29007 -0.773 -0.368 -0.395
H -14.96998 -18.40013 6.93438 -0.487 -0.717 -0.359
H -11.97863 -17.40490 7.66916 1.503 -0.983 0.206
H -11.75377 -18.49043 6.18917 -0.032 0.318 -0.282
H -12.74403 -19.00061 7.55243 -0.430 -0.033 0.035
H -15.69977 -15.03493 4.47221 -0.731 -0.142 0.322
H -14.24172 -15.49107 4.90474 0.375 -0.189 0.041
C -16.69876 -12.72779 -2.08169 -0.833 0.348 1.181
C -15.73196 -11.96683 -1.12718 -0.383 0.140 -2.775
C -14.43194 -12.74598 -0.79403 2.185 1.466 1.515
O -13.60686 -11.95078 0.15913 -2.272 -0.288 -1.028
C -12.47351 -12.66364 0.57534 1.334 -0.992 0.181
N -15.37462 -10.75329 -1.92179 2.485 -1.688 3.520
H -16.34815 -13.35432 -2.90182 0.686 0.040 0.413
H -17.28599 -11.92848 -2.53377 -0.320 -0.299 -0.027
H -17.37026 -13.28902 -1.43192 -0.076 -0.264 -0.307
H -16.10662 -11.74045 -0.12894 -0.465 0.579 -0.402
H -13.77220 -12.99221 -1.62603 -0.375 -0.269 -0.276
H -14.85310 -13.61447 -0.28763 0.107 -0.382 -0.052
H -12.68367 -13.59920 1.09367 -0.549 -0.436 -0.555
H -11.84521 -12.21478 1.34467 -0.562 1.198 -0.184
H -11.81322 -12.80626 -0.28008 0.084 -0.404 -0.057
H -14.66485 -10.87108 -2.63063 -0.580 -0.407 -1.630
H -14.86064 -10.17350 -1.27389 -0.475 1.612 0.507
C -16.71280 -19.98713 -1.00007 1.907 -0.609 0.015
C -15.36144 -19.92157 -1.78067 -1.526 -1.604 -0.054
C -14.98585 -21.26334 -2.48214 -1.102 -0.615 1.239
O -13.77830 -21.14035 -3.14413 2.019 -0.116 -0.819
C -13.21417 -22.28884 -3.81862 -0.349 0.025 -0.269
N -15.58860 -19.00467 -2.85572 1.195 1.057 -0.573
H -16.77025 -19.08837 -0.38605 -0.263 -0.108 0.086
H -16.57329 -20.86497 -0.36917 -0.789 0.019 0.372
H -17.57523 -20.04636 -1.66402 0.204 -0.182 0.032
H -14.55389 -19.62447 -1.11157 0.199 -0.044 0.202
H -15.83596 -21.52949 -3.11029 -0.056 0.191 -0.682
H -14.92576 -22.11667 -1.80662 0.050 0.070 0.687
H -13.14018 -23.23608 -3.28443 -1.131 0.007 0.705
H -12.15114 -22.23393 -4.05322 0.031 1.394 0.033
H -13.73002 -22.42781 -4.76872 -0.156 -0.216 0.044
H -15.53647 -18.08159 -2.44915 -0.446 0.520 0.019
H -14.69853 -19.05135 -3.33079 0.171 0.193 -1.021

=====

73
Properties=species:S:1:pos:R:3:forces:R:3 method="wB97M-V/def2-TZVPD" relative_energy_kcal_mol=20.87 charge=+2 e_homo_ev=-11.4 max_force_ev_per_a=3.20
Sr 4.88094 18.74733 5.27171 2.048 -0.251 -0.653
Sr 4.19074 16.86203 1.11079 2.822 0.228 -1.500
C 8.22783 16.30363 -1.40083 0.358 -0.403 -0.478
C 6.94255 16.42519 -0.64410 -0.662 -0.099 1.482
O 5.93750 17.05284 -1.10562 -0.544 0.612 -0.266
O 6.83974 15.91015 0.50422 -0.298 -0.243 0.369
H 8.12149 15.49705 -2.13247 -0.230 0.242 -0.206
H 9.07900 15.97591 -0.80822 -0.240 0.227 0.437
H 8.50347 17.21665 -1.92403 -0.214 0.015 -0.107
C 7.86069 19.09098 1.78482 -0.210 -0.657 0.484
C 6.93831 18.79308 2.95107 -0.118 -0.013 -1.164
O 7.03657 19.47862 3.99538 -0.699 0.064 1.145
O 5.98914 17.94370 2.84543 -1.397 -0.347 0.367
H 8.88679 19.11094 2.15144 0.025 0.455 -0.087
H 7.52975 20.05100 1.38922 0.397 0.160 0.076
H 7.82683 18.35307 0.98701 -0.280 -0.134 0.180
C 11.30068 17.33906 5.38663 0.356 0.177 0.002
O 11.11191 18.17061 4.24681 -0.202 0.072 -0.344
H 12.30516 16.92576 5.30902 -0.126 -0.249 -0.189
H 11.30107 17.87364 6.33792 -0.364 0.162 -0.103
H 10.55819 16.53929 5.38448 0.055 -0.110 0.228
H 10.53337 18.91751 4.42708 0.141 -0.013 0.413
C 6.40550 20.76788 -1.23974 1.046 0.537 -0.249
O 5.44196 19.74377 -0.99304 0.563 0.131 -0.286
H 5.98708 21.66079 -1.69818 -0.472 -0.093 0.240
H 6.95709 21.03263 -0.33500 -0.250 0.161 0.106
H 7.19005 20.44802 -1.92935 -0.211 -0.332 -0.052
H 5.88301 18.90428 -1.24845 -0.583 -0.277 0.186
O 5.53688 16.25588 5.39594 -0.212 0.027 -0.218
H 6.40737 15.99121 5.04905 -0.150 0.171 0.080
H 5.02184 15.43547 5.42437 0.164 0.093 0.256
O 8.76917 19.67657 6.93100 -0.633 0.122 -0.027
H 9.09159 20.13686 7.71549 0.082 -0.159 -0.015
H 8.53634 20.40023 6.32672 0.480 0.048 -0.006
O 9.06389 21.34687 4.61251 -0.331 -0.365 0.198
H 8.56756 20.56425 4.30929 0.073 0.498 -0.148
H 8.66752 22.09659 4.15130 0.167 -0.084 -0.024
O 10.42902 16.22886 1.74740 -0.366 -0.034 -0.066
H 10.07161 16.59966 2.56387 0.299 0.048 -0.001
H 9.77179 15.58642 1.44918 0.081 0.083 0.083
O 4.03240 19.33830 1.02546 -0.215 -0.178 0.643
H 4.17847 19.91044 1.78456 -0.074 0.114 -0.166
H 4.65342 19.69405 0.29516 0.030 -0.319 -0.618
C 9.75912 23.71900 -1.24948 -1.098 -0.842 -0.968
C 11.00379 22.83547 -1.49081 0.232 1.205 0.130
C 12.23749 23.73259 -1.27480 1.113 -0.330 0.526
C 12.49166 24.07998 0.19283 0.054 0.603 0.159
C 12.68312 22.82023 0.99591 -0.613 -0.767 -0.650
C 11.45283 21.86313 0.82508 0.341 1.469 1.982
N 11.13358 21.71168 -0.57423 1.410 -0.577 -0.242
O 10.14625 20.73307 -0.79330 -0.975 -0.029 0.186
C 11.85518 20.54497 1.46652 -0.044 -1.645 -0.851
C 10.31009 22.50186 1.69954 -0.370 -1.521 -1.624
C 11.06535 22.31762 -2.94597 -0.321 0.028 0.665
H 9.82303 24.49032 -0.49107 0.220 -0.123 0.220
H 9.43770 24.20793 -2.17498 0.402 0.150 -0.017
H 8.90616 23.05575 -1.04925 0.060 0.109 0.346
H 13.10501 23.16626 -1.63528 0.008 0.075 -0.045
H 12.21325 24.65966 -1.84770 -0.435 -0.146 -0.250
H 13.37565 24.70237 0.36381 0.045 -0.002 -0.547
H 11.67819 24.71995 0.54613 -0.112 -0.220 0.226
H 12.84203 22.97864 2.06258 -0.133 0.163 0.012
H 13.58950 22.33835 0.61522 -0.090 -0.196 0.019
H 12.33579 20.56801 2.44315 -0.023 0.653 0.000
H 12.54828 20.01364 0.80148 0.166 0.234 0.054
H 11.04971 19.80523 1.57793 -0.266 0.384 -0.015
H 10.45326 22.15455 2.71827 0.000 0.740 0.222
H 9.39035 22.03303 1.31610 -0.092 -0.058 0.285
H 10.18060 23.55134 1.47014 0.246 0.277 0.696
H 11.59396 21.36706 -2.97523 0.105 0.037 -0.030
H 10.06338 22.16611 -3.34592 0.043 0.019 -0.153
H 11.61628 23.04738 -3.53434 -0.188 -0.019 -0.255
H 10.61664 19.89951 -0.91843 0.207 0.240 -0.084

=====

Number 1: energy -27197.488 eV. Number 2: energy -30947.339 eV. Number 3: energy -43972.254 eV.